# 1
2 unconnected molecules or ions with the total composition C5H7F3O3S at a distorted geometry. Source: the OMol25 dataset; level of theory: ωB97M-V with the def2-TZVPD basis set.

The geometry in XYZ format:
```
19
Properties=species:S:1:pos:R:3:forces:R:3
C 0.113 0.776 -0.584 -0.427 1.664 0.259
C -0.119 0.272 0.578 -0.638 -0.590 0.165
C 1.258 0.505 -1.524 1.263 -0.481 -0.034
C -1.143 -1.364 1.782 -0.978 -0.044 3.337
C -2.851 0.711 0.211 0.778 0.137 -0.403
O -3.999 -1.086 -1.509 0.392 0.396 -0.888
O -4.329 -1.277 0.889 -0.054 -0.050 0.305
O -0.070 -0.361 1.665 -1.009 0.532 -0.939
F -3.166 1.218 1.446 -0.418 0.311 -0.464
F -2.937 1.740 -0.733 0.295 -0.204 0.703
F -5.512 0.413 -0.359 0.570 -0.110 -0.085
S -4.161 -0.446 -0.260 -0.665 -0.350 1.391
H -0.657 1.586 -0.772 0.922 -1.048 -0.342
H 2.122 -0.017 -1.045 -0.804 0.406 0.016
H 1.716 1.426 -1.984 -0.994 -0.923 0.292
H 0.881 -0.233 -2.250 0.219 0.696 -0.222
H -1.005 -1.957 2.735 0.015 1.357 -0.806
H -1.075 -2.062 1.054 0.650 -1.918 -2.749
H -2.153 -0.925 1.671 0.882 0.220 0.465
```
Forces are in eV/Å.

The calculation puts the maximum force at 3.477 eV/A. Its HOMO energy (spin up / spin down) is -0.312 / -0.312 hartree. The relative energy (zero: lowest compared OMol25 entry of this formula, charge and spin) comes out at 3.7380 eV. Its frontier orbital gap (spin up / spin down) is 7.369 / 7.367 eV. The value obtained for the calculated total energy is -30422.47686 eV.

***

# 2
11 unconnected molecules or ions with the total composition C46H105BCl2N4O14PS2 at a distorted geometry. Source: the OMol25 dataset; level of theory: ωB97M-V with the def2-TZVPD basis set.

The geometry in XYZ format:
```
175
Properties=species:S:1:pos:R:3:forces:R:3
C -5.227 -1.671 -2.740 0.363 -0.331 -0.037
C -3.760 -1.548 -3.128 -0.722 -0.076 -0.825
O -3.145 -0.383 -2.495 0.371 -0.858 0.688
B -1.825 -0.655 -2.169 -0.739 0.808 -0.622
O -0.991 -1.119 -3.161 0.500 0.577 0.447
C -1.314 -0.352 -0.650 -0.237 -1.410 -0.810
C -0.512 -1.670 -0.345 -0.091 -0.211 -0.215
C -1.263 -2.945 -0.768 -0.074 0.210 0.223
C -2.464 -3.439 -0.263 -0.247 1.301 0.794
C -3.050 -4.571 -0.770 -0.737 -0.379 0.039
C -2.459 -5.264 -1.796 -0.150 -0.800 -0.544
C -1.250 -4.831 -2.290 0.487 -0.222 -0.323
C -0.683 -3.696 -1.770 1.122 0.530 -0.274
C -2.497 -0.208 0.309 -0.074 1.671 0.628
P -2.170 -0.814 2.067 -0.776 -2.257 0.623
O -3.277 0.006 2.961 0.941 0.352 -0.420
Cl -0.335 -0.137 2.800 0.098 0.730 -0.452
N -3.155 1.115 0.369 0.149 0.103 0.241
C -2.586 2.136 -0.460 -0.133 -1.589 -1.305
Cl -3.331 3.735 -0.268 0.082 -0.065 0.259
C -1.059 2.176 -0.357 0.157 2.059 0.111
C -0.466 2.970 0.848 -0.516 -0.368 0.405
C -1.310 3.064 2.141 0.768 0.764 0.428
C -0.389 3.361 3.364 -0.935 -0.127 0.068
C -0.963 2.802 4.703 1.285 0.718 -0.068
C 0.098 1.991 5.480 -0.417 -0.591 0.082
N -0.493 0.791 6.128 0.195 0.548 -0.285
N -0.397 0.834 -0.565 0.306 -0.036 0.808
C 0.587 0.942 -1.668 1.534 0.365 -1.257
C 1.806 1.818 -1.338 -0.108 -0.679 -0.471
C 2.732 1.204 -0.286 0.005 0.595 0.309
S 3.407 -0.384 -0.878 -0.264 -0.080 0.042
C 3.910 -1.248 0.641 -0.005 0.653 0.431
S 3.022 -2.451 1.256 -0.060 -0.219 -0.359
N 5.117 -0.792 1.193 -0.817 -1.028 -0.048
C 4.937 0.249 2.210 0.786 0.362 0.187
C 6.334 0.957 2.341 -0.936 -0.145 -0.952
O 7.297 0.163 1.688 0.521 0.097 0.574
C 7.295 -1.163 2.194 -0.723 -0.035 -0.908
C 5.922 -1.841 1.814 0.752 0.228 1.128
H -5.354 -1.533 -1.662 -0.075 0.151 -0.158
H -5.873 -1.012 -3.323 0.046 0.110 0.277
H -5.521 -2.705 -2.952 -0.090 0.175 -0.033
H -3.254 -2.484 -2.870 0.238 0.320 0.292
H -3.671 -1.449 -4.217 0.011 0.108 0.144
H -1.145 -0.631 -3.983 -0.145 -0.376 -0.144
H 0.385 -1.675 -0.974 -0.074 0.175 0.173
H -0.134 -1.732 0.681 -0.252 0.105 -0.043
H -3.001 -2.924 0.527 0.195 -0.169 0.089
H -4.002 -4.915 -0.379 0.101 0.137 0.121
H -2.921 -6.146 -2.225 0.052 0.053 0.078
H -0.702 -5.337 -3.076 -0.322 -0.160 0.005
H 0.271 -3.338 -2.157 -0.091 -0.228 -0.063
H -3.262 -0.891 -0.076 0.253 -0.280 0.376
H -2.816 0.453 3.691 -0.350 0.007 0.105
H -4.147 0.990 0.217 0.045 0.321 -0.111
H -2.826 1.894 -1.507 0.235 0.327 0.045
H -0.757 2.778 -1.217 -0.084 -0.303 -0.083
H -0.288 3.996 0.511 -0.020 -0.170 -0.108
H 0.529 2.588 1.112 -0.153 -0.180 -0.193
H -1.941 3.952 2.056 -0.236 -0.330 -0.113
H -1.980 2.227 2.334 0.253 -0.131 -0.236
H 0.631 2.992 3.212 -0.135 -0.068 -0.064
H -0.334 4.452 3.445 0.310 -0.145 -0.017
H -1.869 2.213 4.549 0.104 0.015 0.051
H -1.190 3.675 5.323 -0.502 -0.272 -0.018
H 0.601 2.640 6.208 -0.037 -0.066 -0.117
H 0.883 1.613 4.816 -0.178 0.203 -0.111
H 0.207 0.060 6.102 -0.146 -0.071 0.377
H -0.730 1.008 7.089 0.049 -0.274 0.011
H 0.168 0.674 0.282 -0.165 -0.014 0.015
H 1.002 -0.019 -1.973 -0.524 -0.192 0.448
H 0.159 1.363 -2.583 -0.634 -0.087 0.411
H 2.370 1.846 -2.279 -0.115 0.207 0.091
H 1.518 2.852 -1.133 0.255 -0.084 0.248
H 2.193 1.066 0.662 0.251 -0.122 -0.016
H 3.559 1.903 -0.133 -0.153 -0.061 0.169
H 4.143 0.945 1.933 0.176 -0.027 0.028
H 4.664 -0.241 3.161 -0.181 0.090 -0.180
H 6.264 1.868 1.739 0.298 0.089 0.336
H 6.582 1.175 3.386 0.066 -0.074 -0.107
H 7.454 -1.137 3.278 0.114 -0.226 -0.121
H 8.071 -1.702 1.650 0.236 0.187 0.397
H 5.476 -2.194 2.759 -0.243 -0.023 -0.272
H 6.044 -2.716 1.175 -0.018 0.304 -0.214
C 8.431 -1.770 7.646 -0.068 -0.026 -0.021
C 8.909 -1.356 6.268 -0.003 0.258 0.298
O 8.148 -0.255 5.769 -0.102 -0.120 -0.208
H 7.376 -2.046 7.617 0.024 -0.055 -0.037
H 9.005 -2.618 8.022 0.001 0.026 0.029
H 8.528 -0.943 8.353 0.098 -0.033 0.016
H 8.792 -2.176 5.560 -0.034 0.091 -0.089
H 9.966 -1.073 6.295 0.042 -0.151 -0.024
H 8.258 0.477 6.384 0.003 0.005 -0.023
C -6.137 2.796 -3.680 0.037 0.059 0.031
C -4.984 2.534 -4.631 -0.105 -0.178 0.282
O -3.741 2.504 -3.928 0.226 0.072 0.005
H -5.993 3.743 -3.159 -0.015 0.027 -0.066
H -7.087 2.829 -4.215 -0.012 -0.022 0.038
H -6.194 2.013 -2.918 -0.056 -0.058 -0.064
H -4.915 3.324 -5.376 0.130 -0.013 0.015
H -5.121 1.580 -5.150 -0.075 0.059 -0.110
H -3.800 1.794 -3.277 -0.041 -0.118 -0.122
C -0.667 -2.389 -6.721 0.041 -0.066 -0.053
C -0.836 -3.769 -6.113 -0.021 0.300 0.267
O 0.041 -3.955 -5.005 0.118 -0.065 -0.143
H 0.362 -2.241 -7.049 -0.015 -0.030 -0.029
H -1.332 -2.251 -7.575 -0.006 0.049 0.026
H -0.884 -1.612 -5.983 -0.084 0.016 -0.056
H -0.600 -4.540 -6.845 0.043 -0.056 0.086
H -1.869 -3.918 -5.776 -0.050 -0.052 -0.145
H -0.173 -3.281 -4.349 -0.018 -0.007 -0.016
C -1.273 -9.589 -2.189 -0.013 0.048 0.058
C -2.354 -9.127 -3.149 0.381 -0.029 -0.109
O -2.050 -7.836 -3.679 -0.156 0.039 0.043
H -1.164 -8.879 -1.368 -0.062 -0.020 0.015
H -1.510 -10.570 -1.776 0.037 -0.004 -0.012
H -0.307 -9.648 -2.696 -0.026 -0.093 -0.027
H -3.312 -9.049 -2.637 -0.022 0.110 -0.074
H -2.462 -9.834 -3.977 -0.104 -0.087 0.085
H -1.209 -7.902 -4.143 -0.022 0.022 -0.019
C 2.100 2.459 -5.383 -0.061 -0.072 0.072
C 1.080 2.396 -6.505 -0.133 0.127 0.318
O -0.147 1.819 -6.049 0.098 -0.234 0.032
H 2.294 1.458 -4.991 0.051 -0.020 -0.092
H 3.041 2.890 -5.726 -0.006 0.018 0.049
H 1.718 3.065 -4.555 0.075 0.115 -0.050
H 1.448 1.775 -7.319 -0.145 -0.063 -0.006
H 0.874 3.394 -6.900 0.130 -0.005 -0.075
H -0.485 2.376 -5.340 -0.109 0.084 -0.121
C -3.652 -5.897 4.223 -0.075 -0.008 0.019
C -3.260 -5.305 2.883 0.040 0.219 0.289
O -4.108 -4.210 2.538 -0.065 -0.034 -0.187
H -4.687 -6.238 4.201 0.031 -0.058 -0.047
H -3.009 -6.741 4.481 -0.002 0.013 0.024
H -3.574 -5.145 5.012 0.118 -0.012 -0.008
H -3.356 -6.050 2.092 -0.047 0.098 -0.076
H -2.222 -4.956 2.906 0.046 -0.116 -0.036
H -4.014 -3.548 3.231 0.022 -0.005 -0.008
C 3.183 6.826 -1.389 -0.086 -0.034 -0.073
C 3.474 5.453 -0.815 0.258 0.195 -0.284
O 3.633 4.485 -1.854 -0.208 -0.209 0.134
H 2.277 6.801 -1.998 -0.045 -0.028 0.081
H 3.054 7.562 -0.595 0.047 0.033 -0.036
H 3.997 7.153 -2.039 0.067 0.082 0.138
H 2.650 5.119 -0.182 0.021 -0.131 -0.048
H 4.386 5.475 -0.211 -0.088 0.052 0.136
H 4.367 4.770 -2.408 -0.012 -0.019 -0.007
C -0.654 -4.985 7.038 -0.058 -0.027 -0.022
C -0.254 -4.418 5.689 -0.016 0.209 0.325
O -1.077 -3.307 5.334 -0.066 -0.046 -0.238
H -1.698 -5.300 7.023 0.026 -0.050 -0.043
H -0.032 -5.840 7.304 -0.002 0.022 0.032
H -0.557 -4.227 7.820 0.094 -0.029 0.011
H -0.371 -5.169 4.909 -0.047 0.100 -0.079
H 0.793 -4.095 5.702 0.048 -0.154 -0.041
H -0.971 -2.634 6.014 -0.062 0.001 -0.016
C 4.701 11.104 -4.274 0.041 -0.010 -0.043
C 4.442 9.766 -3.608 -0.040 0.387 0.222
O 5.291 9.585 -2.477 0.025 -0.259 -0.091
H 5.741 11.174 -4.594 -0.019 -0.054 -0.040
H 4.056 11.241 -5.144 -0.002 0.035 0.019
H 4.521 11.924 -3.576 -0.096 -0.004 -0.029
H 4.639 8.951 -4.304 0.081 -0.075 0.124
H 3.398 9.694 -3.280 -0.056 -0.042 -0.167
H 5.108 10.299 -1.859 0.054 -0.003 0.002
C -6.623 2.106 2.352 -0.039 -0.008 0.014
C -7.665 2.527 1.330 0.402 0.016 -0.093
O -7.322 3.775 0.735 -0.156 0.014 0.039
H -6.528 2.863 3.131 -0.053 -0.014 0.007
H -6.890 1.155 2.817 0.044 -0.005 -0.004
H -5.639 2.001 1.885 -0.007 -0.067 0.008
H -8.637 2.651 1.804 -0.015 0.093 -0.079
H -7.759 1.770 0.542 -0.116 -0.099 0.096
H -6.467 3.664 0.306 0.020 0.068 -0.008
```
Forces are in eV/Å.

As for the total charge: +1. The calculation puts the maximum force at 2.466 eV/A. Its HOMO energy is -0.388 hartree. The relative energy (zero: lowest compared OMol25 entry of this formula, charge and spin) comes out at 0.0000 eV. Its frontier orbital gap is 8.019 eV. The value obtained for the calculated total energy is -140704.27398 eV.